No. 1
Computed, not measured: C29H30GaN5OS2 as an isolated structure in a non-equilibrium geometry, with ωB97M-V/def2-TZVPD.

```
68
Properties=species:S:1:pos:R:3:forces:R:3:nbo_charge:R:1
Ga -0.013 0.599 -0.424 -0.303 0.761 0.276 1.7305
C 2.102 2.933 0.270 0.653 0.082 -0.097 -0.2675
N 0.742 2.457 0.209 -0.952 -1.037 0.032 -0.6399
C -0.242 3.304 0.275 0.133 -0.025 0.075 0.2062
C -1.503 2.904 -0.188 -0.701 0.131 -0.232 -0.0490
C -2.759 3.520 -0.215 0.434 -0.140 0.154 -0.1610
C -3.595 2.688 -0.950 -0.095 -0.115 -0.119 -0.3021
C -2.834 1.603 -1.364 -0.063 0.035 -0.043 0.0156
N -1.575 1.720 -0.906 1.099 -0.457 0.046 -0.6985
C 2.624 3.288 -1.115 -0.032 0.039 0.066 0.0334
C 3.603 4.267 -1.249 -0.020 -0.100 -0.003 -0.2316
C 4.073 4.631 -2.501 0.062 -0.033 -0.002 -0.1805
C 3.585 4.009 -3.638 -0.034 0.020 -0.018 -0.2011
C 2.619 3.025 -3.517 0.000 -0.080 -0.026 -0.1989
C 2.142 2.674 -2.264 -0.312 -0.161 0.059 -0.2572
H 2.730 2.154 0.710 -0.026 0.152 0.074 0.2253
H 2.156 3.824 0.905 -0.012 -0.151 0.012 0.2206
H -0.087 4.322 0.628 0.091 -0.024 -0.044 0.2260
H -3.015 4.445 0.265 -0.044 0.222 0.032 0.2449
H -4.627 2.852 -1.192 -0.173 0.062 -0.048 0.2496
H -3.126 0.790 -2.004 -0.053 -0.126 -0.049 0.2186
H 3.999 4.754 -0.371 0.009 0.098 0.132 0.2236
H 4.818 5.408 -2.588 0.063 0.061 0.007 0.2348
H 3.931 4.303 -4.616 0.088 0.031 -0.079 0.2338
H 2.232 2.533 -4.397 -0.066 0.007 -0.079 0.2226
H 1.356 1.915 -2.200 0.223 0.254 -0.086 0.1776
C 4.602 0.011 -1.982 0.418 1.034 0.136 -0.4265
N 3.880 -1.228 -2.031 -0.818 -0.609 0.182 -0.2882
C 4.262 -2.344 -2.712 -0.145 -0.711 -0.115 -0.0201
C 3.348 -3.313 -2.457 0.541 0.143 -0.421 -0.0423
N 2.407 -2.782 -1.611 0.540 0.692 -0.253 -0.3268
C 2.745 -1.495 -1.360 -0.286 0.203 0.147 0.2826
S 2.118 -0.349 -0.228 -0.360 0.630 -0.025 -0.1740
C 1.418 -3.545 -0.951 -0.852 -0.662 0.799 0.3456
C 1.061 -4.806 -1.418 -0.024 0.256 -0.037 -0.2491
C 0.202 -5.560 -0.635 0.104 0.193 0.062 -0.1330
C -0.235 -5.047 0.577 0.073 0.113 -0.044 -0.2528
C 0.161 -3.761 0.922 0.004 -0.337 0.050 0.0469
N 0.951 -3.020 0.167 0.498 -0.157 -0.381 -0.4248
H 5.417 -0.008 -2.699 -0.035 -0.145 -0.044 0.2412
H 5.014 0.170 -0.984 -0.018 -0.049 -0.073 0.2362
H 3.938 0.842 -2.219 0.062 -0.070 0.008 0.2534
H 5.156 -2.385 -3.302 0.118 0.048 -0.116 0.2599
H 3.320 -4.326 -2.800 -0.002 -0.112 -0.008 0.2563
H 1.427 -5.193 -2.353 0.027 -0.067 -0.138 0.2354
H -0.097 -6.541 -0.970 -0.039 -0.126 0.017 0.2472
H -0.862 -5.630 1.233 -0.060 -0.041 0.076 0.2433
H -0.132 -3.294 1.852 -0.134 -0.056 0.106 0.2089
C -2.630 -0.383 6.515 0.015 0.029 0.164 -0.6447
C -2.715 -0.605 5.044 -0.074 0.081 -0.319 0.0563
C -3.100 0.425 4.185 0.122 -0.122 0.089 -0.1959
C -3.111 0.236 2.817 0.008 0.008 -0.216 -0.2069
C -2.750 -0.997 2.282 -0.291 0.337 -0.496 -0.2140
C -2.405 -2.048 3.121 0.077 -0.154 -0.102 -0.2161
C -2.385 -1.843 4.488 0.003 0.031 -0.155 -0.1891
S -2.680 -0.985 0.492 0.462 -0.540 0.859 1.2524
C -2.964 -2.712 0.024 -0.011 0.449 0.124 -0.7913
O -1.135 -0.840 0.226 0.322 -0.043 -0.216 -1.0588
H -3.142 0.530 6.808 0.004 0.029 0.042 0.2335
H -1.582 -0.299 6.810 0.002 0.020 0.056 0.2427
H -3.058 -1.215 7.069 -0.026 -0.062 0.034 0.2414
H -3.379 1.385 4.592 -0.034 0.079 0.044 0.2341
H -3.388 1.045 2.153 -0.079 0.103 -0.017 0.2331
H -2.152 -3.019 2.725 -0.003 -0.103 -0.033 0.2172
H -2.099 -2.657 5.138 -0.009 -0.090 0.069 0.2332
H -2.183 -3.351 0.421 0.014 0.092 0.064 0.2503
H -2.973 -2.766 -1.062 0.025 0.122 -0.008 0.2591
H -3.938 -3.002 0.411 -0.108 0.056 0.047 0.2684
```
Positions in Å, forces in eV/Å.

Values from the calculation:
**Total energy**: -4192.78894 a.u.
**LUMO level**: -5.976 eV
**E_HOMO**: -0.4968 Eh
**Orbital gap**: 0.277 Eh
**Charge**: +2

No. 2
Computed, not measured: a 2-piece molecular cluster, C29H30NSi overall in a non-equilibrium geometry, with ωB97M-V/def2-TZVPD.

```
61
Properties=species:S:1:pos:R:3:forces:R:3:nbo_charge:R:1
C 0.297 -0.663 1.122 -0.052 -0.055 -0.304 -0.1366
C 0.601 -1.479 0.036 -0.018 0.007 0.090 -0.1207
C 0.697 -1.090 -1.303 0.144 -0.167 -0.413 -0.1068
C 0.948 0.187 -1.812 0.045 -0.144 -0.250 -0.1381
C 0.841 1.403 -1.151 0.392 0.471 -0.072 -0.1114
C 0.262 1.628 0.091 -0.094 0.018 0.074 -0.1595
C -0.095 0.683 1.052 -0.352 0.202 0.180 -0.0347
H 0.273 -1.164 2.092 -0.381 0.248 -0.204 0.2733
H 0.708 -2.552 0.265 -0.138 0.536 -0.252 0.2577
H 0.665 -1.891 -2.048 0.317 0.175 0.307 0.2485
H 1.276 0.260 -2.859 -0.300 -0.227 0.471 0.2545
H 1.172 2.299 -1.698 -0.282 -0.493 0.175 0.2497
H 0.085 2.681 0.346 -0.083 -0.480 -0.042 0.2536
H -0.724 1.068 1.863 0.665 -0.225 0.076 0.2589
C -1.274 2.060 4.667 -0.093 -0.184 0.078 -0.2137
C -2.438 1.464 5.185 0.064 0.016 0.022 -0.2109
C -2.521 0.072 5.352 0.295 0.467 -0.126 -0.1696
C -1.442 -0.739 4.949 0.068 0.581 -0.347 -0.5087
Si -1.422 -2.565 5.241 0.133 -0.292 0.993 1.7267
C -2.548 -2.910 6.669 -0.179 -0.161 -0.154 -0.5373
C -3.554 -3.871 6.509 -0.110 0.129 0.485 -0.2023
C -4.395 -4.183 7.580 0.168 -0.089 -0.037 -0.1954
C -4.229 -3.540 8.809 0.011 -0.042 -0.306 -0.2027
C -3.227 -2.580 8.966 0.260 0.008 -0.103 -0.2290
C -2.382 -2.263 7.902 -0.427 -0.332 0.042 -0.1313
C -1.926 -3.583 3.777 -0.202 -0.087 -0.379 -0.5247
C -2.539 -3.014 2.653 0.165 -0.443 -0.284 -0.2031
C -2.770 -3.784 1.507 0.136 -0.079 -0.039 -0.2266
C -2.385 -5.130 1.476 0.001 0.047 0.180 -0.2094
C -1.850 -5.728 2.624 -0.017 0.221 0.106 -0.2301
C -1.640 -4.958 3.772 -0.015 -0.059 -0.572 -0.1327
C 0.327 -3.164 5.643 -1.501 -0.598 0.478 -0.4760
C 1.040 -2.563 6.868 -0.263 -0.190 -0.166 -0.3944
C 2.430 -2.148 6.338 0.275 -0.180 0.261 -0.4213
C 2.455 -2.394 4.816 0.173 -0.592 0.051 -0.2105
N 1.099 -2.794 4.495 0.489 0.447 -1.169 -0.6844
C -0.311 -0.128 4.382 0.127 0.580 -0.026 -0.2290
C -0.194 1.261 4.276 -0.524 -0.048 0.127 -0.2431
H -1.190 3.146 4.569 -0.175 -0.318 0.122 0.2207
H -3.286 2.089 5.494 0.435 -0.229 -0.167 0.2261
H -3.421 -0.363 5.814 0.536 0.175 -0.276 0.2345
H -3.669 -4.374 5.542 -0.067 0.143 0.433 0.2170
H -5.146 -4.961 7.448 0.061 0.266 0.145 0.2175
H -4.884 -3.789 9.640 0.142 0.048 -0.118 0.2219
H -3.065 -2.094 9.924 -0.176 -0.069 -0.083 0.2182
H -1.596 -1.516 8.029 -0.271 -0.168 0.025 0.1998
H -2.835 -1.964 2.666 0.095 -0.150 -0.003 0.2144
H -3.234 -3.325 0.628 0.131 -0.199 0.289 0.2145
H -2.508 -5.722 0.566 -0.066 0.199 0.289 0.2218
H -1.579 -6.787 2.645 -0.158 0.345 -0.148 0.2243
H -1.233 -5.446 4.658 -0.034 0.159 -0.182 0.2104
H 0.192 -4.258 5.804 0.542 0.237 -0.155 0.1902
H 0.444 -1.770 7.335 0.442 0.116 -0.223 0.2077
H 1.151 -3.348 7.627 -0.074 0.298 -0.110 0.2233
H 2.727 -1.132 6.599 -0.148 -0.084 0.017 0.2198
H 3.135 -2.840 6.802 0.236 0.333 -0.043 0.2176
H 2.758 -1.510 4.230 -0.017 -0.163 0.220 0.1732
H 3.158 -3.215 4.604 0.085 0.320 -0.083 0.1803
H 0.935 -3.277 3.618 0.161 -0.226 0.508 0.3821
H 0.514 -0.745 4.027 -0.239 0.104 0.422 0.2259
H 0.724 1.711 3.884 -0.334 -0.125 0.171 0.2097
```
Positions in Å, forces in eV/Å.

Values from the calculation:
**Total energy**: -1467.02710 a.u.
**LUMO level**: -5.296 eV
**E_HOMO**: -0.3700 Eh
**Orbital gap**: 0.175 Eh
**Relative energy (zero: lowest compared OMol25 entry of this formula, charge and spin)**: 51.94 kJ/mol
**Charge**: +1

No. 3
Computed, not measured: a 4-piece molecular cluster, C29H30O8 overall in a non-equilibrium geometry, with ωB97M-V/def2-TZVPD.

```
67
Properties=species:S:1:pos:R:3:forces:R:3:nbo_charge:R:1
C -0.943 4.496 -2.028 0.744 -1.646 -2.471 -0.4344
C -0.128 3.917 -3.137 -1.231 1.090 2.300 -0.1789
C -0.181 2.311 -3.596 -1.339 0.897 0.326 -0.4918
C -1.616 1.688 -3.060 -2.247 -1.115 0.032 0.0716
C -2.792 1.513 -4.237 -0.809 -1.092 4.646 -0.2394
C -4.270 0.947 -3.787 2.856 0.634 2.039 -0.2034
C -4.618 0.543 -2.222 4.114 1.588 -1.446 -0.1946
C -3.407 0.705 -1.083 0.246 0.595 -2.122 -0.0662
C -1.883 1.276 -1.465 -2.647 -0.252 -2.397 -0.1310
C -0.752 1.443 -0.290 4.484 1.759 0.696 0.5089
O 0.459 2.042 -0.452 -7.285 -3.595 0.299 -0.5791
C -1.015 0.847 1.251 -0.787 -0.749 1.424 -0.0952
C 0.260 0.866 2.333 -3.952 -1.834 1.563 -0.1686
C -0.007 0.233 3.834 -3.388 0.004 -3.201 -0.1823
C -1.529 -0.367 4.182 0.522 1.448 -3.300 -0.2171
C -2.775 -0.334 3.114 3.587 1.517 -1.328 -0.1807
C -2.519 0.285 1.605 2.672 -0.166 2.236 -0.1265
C -3.741 0.317 0.509 -3.789 -0.655 1.549 0.5113
O -4.994 0.059 0.917 7.386 1.461 -2.635 -0.5505
H -2.118 4.346 -2.076 2.720 -0.725 0.860 0.2140
H -0.515 5.047 -1.076 -0.781 -0.155 -2.849 0.2291
H 0.628 4.631 -3.688 -0.635 -1.980 1.790 0.2119
H 0.743 1.751 -3.104 -2.065 1.425 -0.772 0.2651
H -0.083 2.200 -4.762 -0.421 0.138 2.259 0.2243
H -2.522 1.809 -5.360 -0.746 -0.748 2.844 0.2483
H -5.080 0.863 -4.659 1.846 0.095 2.345 0.2403
H -5.701 0.160 -1.977 2.600 0.847 -0.262 0.2671
H 1.313 1.309 2.046 -2.570 -1.031 0.486 0.2636
H 0.828 0.177 4.677 -1.987 0.281 -2.141 0.2734
H -1.689 -0.830 5.252 0.268 1.048 -2.470 0.2385
H -3.864 -0.732 3.335 2.640 0.878 -0.321 0.2624
O 2.143 -3.675 2.084 -0.111 1.410 -1.374 -0.5733
C 2.222 -3.016 1.061 -0.475 -1.215 1.682 0.7921
C 3.065 -3.357 -0.130 0.482 0.098 -0.244 -0.5324
C 3.086 -2.054 -0.888 0.618 0.178 -0.663 -0.4269
C 1.768 -1.430 -0.507 -0.304 0.589 -0.532 -0.0809
O 1.512 -1.874 0.824 0.336 -0.665 0.597 -0.4833
H 2.574 -4.151 -0.700 0.059 0.022 0.153 0.2472
H 4.070 -3.662 0.172 -0.308 -0.255 0.078 0.2358
H 3.208 -2.176 -1.967 -0.096 0.055 0.129 0.2225
H 3.911 -1.430 -0.522 -0.123 -0.049 -0.068 0.2027
H 0.949 -1.766 -1.151 0.045 -0.033 0.065 0.1912
H 1.813 -0.337 -0.530 -0.188 -0.146 0.205 0.2032
O -0.060 -4.543 -2.060 1.770 -0.333 -1.219 -0.5576
C 0.710 -4.966 -2.906 -1.724 0.879 1.407 0.7857
C 0.439 -6.112 -3.833 0.126 -0.524 -0.059 -0.5305
C 1.818 -6.433 -4.351 0.234 -0.816 -0.401 -0.4300
C 2.513 -5.098 -4.288 0.652 0.045 -0.471 -0.0710
O 1.935 -4.425 -3.170 -0.558 0.030 0.496 -0.4974
H -0.228 -5.775 -4.632 -0.081 -0.026 0.168 0.2404
H 0.004 -6.958 -3.297 -0.243 0.357 -0.088 0.2499
H 1.818 -6.871 -5.353 0.085 0.098 0.130 0.2245
H 2.309 -7.140 -3.672 -0.042 0.114 -0.141 0.2122
H 2.340 -4.496 -5.186 0.008 -0.020 0.077 0.1789
H 3.591 -5.207 -4.136 -0.191 0.238 0.090 0.1992
O 1.571 2.103 6.320 -0.974 1.298 -1.035 -0.5757
C 1.089 3.145 5.908 0.967 -1.706 0.452 0.7930
C 1.168 4.473 6.599 -0.304 0.329 0.331 -0.5302
C 0.109 5.268 5.878 -0.385 0.776 0.336 -0.4292
C 0.102 4.644 4.508 -0.337 0.430 -0.572 -0.0706
O 0.433 3.271 4.717 0.421 -0.467 0.711 -0.4804
H 2.166 4.895 6.449 -0.009 -0.140 0.122 0.2390
H 0.943 4.377 7.664 0.390 -0.130 -0.150 0.2461
H 0.305 6.343 5.861 -0.072 -0.144 -0.072 0.2226
H -0.863 5.109 6.363 0.138 0.055 -0.110 0.2113
H 0.854 5.087 3.846 -0.046 -0.056 0.032 0.1786
H -0.879 4.718 4.030 0.235 -0.242 -0.043 0.2034
```
Positions in Å, forces in eV/Å.

Values from the calculation:
**Total energy**: -1724.21791 a.u.
**LUMO level**: -1.584 eV
**E_HOMO**: -0.2965 Eh
**Orbital gap**: 0.238 Eh